<i>
This record from OMol25 describes a cluster of 12 separate species, C48H118N2O12 in total. The level of theory is the ωB97M-V functional and the def2-TZVPD basis.

Its total charge is 0. The highest occupied orbital energy comes out at -7.833 eV. The spin multiplicity is 1.

Each line ends with the Löwdin charge.
Element x y z (Å)
1 C -0.12 -1.80 -1.16  -0.034
2 C 0.85 -0.89 -0.42  -0.467
3 C 0.55 -0.69 1.08  -0.018
4 O 2.11 -1.45 -0.50  -0.065
5 H -0.14 -2.76 -0.65  0.083
6 H -0.05 -2.11 -2.21  0.063
7 H -1.14 -1.44 -1.05  0.057
8 H 0.98 0.10 -0.84  0.123
9 H 0.69 0.34 1.41  0.064
10 H 1.12 -1.43 1.63  0.080
11 H -0.51 -0.91 1.22  0.055
12 H 2.70 -0.78 -0.16  0.055
13 C 4.52 -2.04 2.86  -0.043
14 C 3.88 -1.32 4.06  -0.463
15 C 4.84 -1.43 5.21  -0.048
16 O 3.47 -0.01 3.68  -0.081
17 H 5.43 -1.54 2.52  0.076
18 H 3.84 -2.22 2.03  0.071
19 H 4.81 -3.04 3.18  0.078
20 H 2.88 -1.75 4.20  0.124
21 H 4.93 -2.48 5.47  0.081
22 H 4.51 -0.90 6.11  0.078
23 H 5.86 -1.11 4.99  0.086
24 H 3.07 0.41 4.44  0.033
25 C -3.41 -2.69 -2.58  -0.038
26 C -4.74 -3.39 -2.80  -0.534
27 C -4.81 -4.71 -2.03  -0.055
28 O -5.83 -2.70 -2.40  -0.029
29 H -3.47 -1.70 -2.13  0.067
30 H -2.96 -2.55 -3.56  0.075
31 H -2.73 -3.30 -1.97  0.062
32 H -4.89 -3.58 -3.86  0.132
33 H -5.78 -5.18 -1.89  0.077
34 H -4.58 -4.61 -0.97  0.067
35 H -4.30 -5.49 -2.60  0.082
36 H -5.88 -1.93 -2.97  0.098
37 C 0.92 -6.55 4.47  -0.060
38 C 1.20 -5.94 3.10  -0.452
39 C 1.43 -4.36 3.06  -0.030
40 O 2.37 -6.56 2.64  -0.053
41 H -0.14 -6.58 4.70  0.069
42 H 1.28 -5.92 5.29  0.068
43 H 1.29 -7.56 4.66  0.080
44 H 0.36 -6.19 2.44  0.110
45 H 0.53 -3.76 3.14  0.057
46 H 1.75 -4.08 2.06  0.068
47 H 2.16 -4.11 3.83  0.063
48 H 3.16 -6.30 3.11  0.089
49 C -0.76 -6.49 -1.86  -0.027
50 C -0.71 -6.36 -0.27  -0.485
51 C -2.07 -6.02 0.35  -0.058
52 O -0.28 -7.58 0.23  -0.050
53 H -0.97 -5.56 -2.40  0.064
54 H -1.42 -7.32 -2.09  0.069
55 H 0.20 -6.89 -2.18  0.072
56 H 0.01 -5.62 0.08  0.125
57 H -2.18 -4.95 0.51  0.060
58 H -2.20 -6.49 1.33  0.078
59 H -2.89 -6.39 -0.28  0.066
60 H -0.99 -8.20 0.05  0.091
61 C 2.05 -3.92 -5.00  -0.066
62 C 2.60 -3.02 -3.93  -0.432
63 C 2.12 -1.56 -4.07  -0.049
64 O 2.24 -3.51 -2.57  -0.079
65 H 0.97 -3.79 -5.06  0.078
66 H 2.36 -4.96 -4.90  0.081
67 H 2.38 -3.58 -5.98  0.078
68 H 3.69 -3.07 -3.91  0.128
69 H 1.03 -1.46 -4.17  0.061
70 H 2.59 -1.03 -4.90  0.070
71 H 2.52 -1.07 -3.18  0.065
72 H 2.26 -2.77 -1.95  0.015
73 C -3.33 0.99 2.12  -0.038
74 C -3.34 0.76 0.63  -0.511
75 C -4.50 1.31 -0.08  -0.044
76 O -2.17 1.32 0.08  -0.051
77 H -2.40 0.68 2.60  0.059
78 H -4.20 0.50 2.58  0.077
79 H -3.34 2.06 2.34  0.081
80 H -3.32 -0.32 0.44  0.111
81 H -4.68 2.32 0.28  0.078
82 H -5.41 0.74 0.14  0.092
83 H -4.37 1.36 -1.16  0.088
84 H -2.34 1.47 -0.86  0.046
85 C 0.25 2.81 5.85  -0.050
86 C 0.82 1.37 5.65  -0.410
87 C 0.28 0.81 4.29  -0.036
88 O 2.25 1.38 5.65  -0.055
89 H 0.48 3.28 6.81  0.075
90 H -0.83 2.77 5.72  0.080
91 H 0.57 3.52 5.08  0.068
92 H 0.38 0.79 6.46  0.131
93 H 0.59 1.37 3.40  0.060
94 H -0.81 0.78 4.28  0.069
95 H 0.71 -0.19 4.27  0.072
96 H 2.50 2.25 5.97  0.099
97 C 4.60 1.40 -0.95  -0.052
98 C 4.75 0.66 0.34  -0.472
99 C 5.79 1.30 1.31  -0.037
100 O 3.48 0.69 0.97  -0.075
101 H 3.95 2.28 -0.93  0.078
102 H 4.40 0.63 -1.69  0.071
103 H 5.62 1.63 -1.27  0.087
104 H 4.99 -0.39 0.16  0.130
105 H 6.83 1.10 1.04  0.076
106 H 5.76 0.80 2.27  0.055
107 H 5.68 2.37 1.47  0.085
108 H 3.58 0.51 1.91  0.037
109 C -4.68 -2.42 1.83  -0.050
110 C -3.91 -3.09 2.96  -0.484
111 C -2.63 -2.28 3.21  -0.058
112 O -4.64 -3.03 4.15  -0.031
113 H -5.66 -2.84 1.63  0.090
114 H -4.06 -2.44 0.93  0.067
115 H -4.79 -1.34 1.96  0.050
116 H -3.62 -4.10 2.67  0.132
117 H -2.03 -2.40 2.30  0.066
118 H -2.03 -2.77 3.97  0.076
119 H -2.77 -1.26 3.57  0.064
120 H -5.15 -2.23 4.07  0.087
121 C -1.95 2.95 -4.81  -0.023
122 C -0.97 1.78 -4.45  -0.460
123 C -0.63 1.25 -5.87  -0.116
124 C 0.57 2.11 -6.48  -0.156
125 C 1.72 2.17 -5.49  -0.147
126 C 1.34 2.85 -4.14  -0.437
127 N 0.17 2.15 -3.60  -0.150
128 O -0.16 2.54 -2.36  0.004
129 C 2.53 2.67 -3.17  -0.041
130 C 1.17 4.43 -4.45  0.001
131 C -1.64 0.58 -3.72  -0.019
132 H -2.88 2.66 -5.29  0.082
133 H -1.42 3.71 -5.39  0.062
134 H -2.33 3.37 -3.89  0.071
135 H -0.37 0.20 -5.91  0.106
136 H -1.48 1.36 -6.55  0.108
137 H 0.30 3.13 -6.77  0.098
138 H 0.98 1.65 -7.38  0.104
139 H 2.52 2.69 -6.01  0.117
140 H 2.10 1.18 -5.24  0.096
141 H 3.39 3.19 -3.59  0.088
142 H 2.41 3.31 -2.29  0.062
143 H 2.92 1.69 -2.89  0.058
144 H 1.17 5.07 -3.56  0.060
145 H 2.11 4.71 -4.92  0.074
146 H 0.28 4.68 -5.03  0.055
147 H -2.13 0.87 -2.79  0.057
148 H -0.95 -0.25 -3.64  0.068
149 H -2.47 0.28 -4.36  0.084
150 H 0.10 1.75 -1.88  0.083
151 C -2.46 6.56 1.43  -0.022
152 C -1.89 5.58 0.36  -0.484
153 C -1.23 6.39 -0.78  -0.137
154 C 0.10 7.03 -0.38  -0.160
155 C 1.07 5.87 0.01  -0.136
156 C 0.56 5.08 1.21  -0.473
157 N -0.89 4.66 0.93  -0.095
158 O -1.42 3.76 1.84  -0.029
159 C 1.49 3.84 1.30  -0.027
160 C 0.69 5.89 2.50  -0.026
161 C -3.09 4.78 -0.24  -0.027
162 H -3.45 6.94 1.17  0.081
163 H -1.66 7.26 1.66  0.057
164 H -2.60 6.10 2.41  0.077
165 H -1.05 5.76 -1.65  0.112
166 H -1.98 7.11 -1.11  0.117
167 H -0.04 7.83 0.34  0.097
168 H 0.63 7.51 -1.20  0.103
169 H 2.00 6.36 0.31  0.118
170 H 1.35 5.21 -0.81  0.104
171 H 1.25 3.16 2.12  0.058
172 H 1.37 3.21 0.42  0.073
173 H 2.53 4.15 1.40  0.088
174 H 0.30 6.88 2.30  0.063
175 H 0.06 5.33 3.20  0.077
176 H 1.72 5.98 2.85  0.087
177 H -3.72 5.47 -0.79  0.084
178 H -3.61 4.32 0.61  0.067
179 H -2.84 3.95 -0.90  0.067
180 H -1.41 2.94 1.33  0.063

***

<ii>
This record from OMol25 describes a cluster of 12 separate species, C48H118N2O12 in total. The level of theory is the ωB97M-V functional and the def2-TZVPD basis.

Its total charge is 0. The highest occupied orbital energy comes out at -8.305 eV. The spin multiplicity is 1.

Each line ends with the Löwdin charge.
Element x y z (Å)
1 C -3.90 4.60 -2.56  -0.050
2 C -3.73 4.52 -1.08  -0.418
3 C -3.39 5.91 -0.42  -0.021
4 O -4.97 3.96 -0.54  -0.072
5 H -4.41 3.71 -3.00  0.094
6 H -2.91 4.65 -3.07  0.105
7 H -4.35 5.47 -2.91  0.050
8 H -2.93 3.88 -0.90  0.086
9 H -2.45 6.40 -0.65  0.060
10 H -3.20 5.90 0.68  0.053
11 H -4.17 6.63 -0.69  0.084
12 H -5.01 4.26 0.37  0.083
13 C -4.30 -4.23 -3.96  -0.031
14 C -3.13 -4.63 -4.92  -0.449
15 C -3.44 -4.22 -6.35  -0.070
16 O -1.88 -4.05 -4.46  -0.088
17 H -5.29 -4.59 -4.23  0.077
18 H -4.29 -3.10 -3.87  0.098
19 H -4.03 -4.65 -3.02  0.028
20 H -2.91 -5.66 -4.92  0.114
21 H -2.67 -4.72 -7.03  0.103
22 H -3.49 -3.17 -6.51  0.060
23 H -4.38 -4.63 -6.72  0.074
24 H -1.97 -3.08 -4.26  0.068
25 C 3.66 1.15 3.06  -0.036
26 C 3.97 2.41 2.21  -0.415
27 C 3.69 2.15 0.68  -0.030
28 O 3.26 3.54 2.71  -0.085
29 H 4.48 0.40 2.87  0.100
30 H 2.76 0.64 2.77  0.042
31 H 3.65 1.34 4.11  0.048
32 H 5.04 2.64 2.25  0.130
33 H 4.38 1.49 0.16  0.080
34 H 3.70 3.13 0.14  0.097
35 H 2.70 1.87 0.55  0.003
36 H 2.34 3.47 2.37  0.062
37 C 4.03 4.95 6.48  -0.063
38 C 3.03 3.84 6.21  -0.498
39 C 2.18 3.41 7.37  -0.061
40 O 2.12 4.31 5.19  -0.108
41 H 4.66 5.04 5.56  0.087
42 H 4.71 4.81 7.35  0.086
43 H 3.61 5.95 6.66  0.085
44 H 3.61 2.96 5.79  0.137
45 H 1.50 4.22 7.58  0.079
46 H 2.92 3.34 8.16  0.070
47 H 1.70 2.38 7.34  0.107
48 H 2.69 4.27 4.37  0.069
49 C -2.97 -5.01 -0.35  -0.059
50 C -2.45 -4.55 1.02  -0.417
51 C -1.79 -5.57 1.88  -0.063
52 O -1.34 -3.53 0.86  -0.110
53 H -2.18 -5.22 -1.12  0.083
54 H -3.66 -4.32 -0.86  0.062
55 H -3.57 -5.95 -0.32  0.088
56 H -3.28 -4.08 1.51  0.127
57 H -1.54 -5.15 2.86  0.089
58 H -0.85 -5.77 1.41  0.068
59 H -2.36 -6.49 1.98  0.084
60 H -1.83 -2.69 0.69  0.053
61 C -6.09 0.84 0.46  -0.079
62 C -6.24 0.69 -0.99  -0.448
63 C -7.53 1.40 -1.53  -0.024
64 O -5.04 1.24 -1.63  -0.104
65 H -6.95 0.37 0.97  0.087
66 H -5.92 1.88 0.81  0.081
67 H -5.18 0.18 0.77  0.092
68 H -6.24 -0.37 -1.15  0.129
69 H -8.39 0.97 -1.00  0.081
70 H -7.66 1.19 -2.58  0.068
71 H -7.43 2.45 -1.40  0.065
72 H -5.22 2.21 -1.59  0.057
73 C -2.31 5.02 3.05  -0.080
74 C -1.42 4.68 4.18  -0.479
75 C -2.21 4.23 5.38  -0.027
76 O -0.43 3.68 3.75  -0.096
77 H -3.18 4.32 2.99  0.101
78 H -1.97 5.20 2.06  0.040
79 H -2.74 5.96 3.46  0.105
80 H -0.83 5.55 4.37  0.111
81 H -2.96 4.94 5.62  0.077
82 H -1.47 4.20 6.13  0.067
83 H -2.72 3.28 5.27  0.092
84 H 0.22 3.73 4.51  0.090
85 C 4.08 0.61 -3.24  -0.040
86 C 4.44 0.85 -4.71  -0.488
87 C 3.29 0.26 -5.58  -0.034
88 O 4.69 2.21 -4.97  -0.025
89 H 2.92 0.75 -3.24  0.110
90 H 4.61 1.21 -2.59  0.043
91 H 4.29 -0.46 -2.99  0.076
92 H 5.38 0.35 -4.87  0.121
93 H 3.13 -0.78 -5.28  0.067
94 H 3.43 0.36 -6.61  0.054
95 H 2.47 0.93 -5.38  0.072
96 H 4.66 2.36 -5.89  0.068
97 C 1.07 6.00 -0.16  -0.064
98 C 1.31 5.56 1.27  -0.463
99 C 0.76 6.60 2.29  -0.034
100 O 0.86 4.19 1.38  -0.118
101 H 1.29 5.18 -0.86  0.087
102 H 1.70 6.85 -0.39  0.078
103 H 0.03 6.32 -0.25  0.062
104 H 2.44 5.50 1.30  0.138
105 H -0.29 6.88 2.06  0.071
106 H 1.31 7.56 2.21  0.091
107 H 0.79 6.31 3.36  0.069
108 H 0.14 4.02 2.10  0.083
109 C 2.51 -3.64 4.47  -0.063
110 C 1.66 -3.26 3.30  -0.554
111 C 2.51 -2.58 2.30  -0.065
112 O 1.09 -4.37 2.65  -0.055
113 H 1.87 -3.75 5.36  0.072
114 H 3.18 -2.77 4.71  0.082
115 H 3.10 -4.66 4.25  0.137
116 H 0.88 -2.62 3.68  0.134
117 H 1.93 -2.37 1.42  0.060
118 H 3.27 -3.32 1.93  0.100
119 H 3.00 -1.72 2.68  0.048
120 H 0.39 -4.01 2.06  0.056
121 C -1.68 1.03 -2.08  0.011
122 C -1.28 -0.40 -1.44  -0.490
123 C 0.19 -0.58 -1.21  -0.147
124 C 0.78 0.33 -0.18  -0.180
125 C 0.07 0.15 1.19  -0.101
126 C -1.48 0.26 1.09  -0.414
127 N -1.95 -0.60 -0.15  -0.089
128 O -3.35 -0.62 -0.26  -0.076
129 C -2.23 -0.34 2.27  -0.034
130 C -1.92 1.77 0.99  -0.027
131 C -1.79 -1.39 -2.44  -0.034
132 H -1.13 1.30 -2.96  0.075
133 H -1.51 1.83 -1.33  0.048
134 H -2.73 0.95 -2.33  0.060
135 H 0.35 -1.60 -0.79  0.123
136 H 0.81 -0.62 -2.08  0.098
137 H 0.72 1.40 -0.45  0.115
138 H 1.85 0.18 0.02  0.091
139 H 0.44 0.92 1.94  0.129
140 H 0.30 -0.87 1.60  0.105
141 H -2.01 0.29 3.19  0.109
142 H -3.29 -0.27 2.09  0.062
143 H -2.01 -1.41 2.37  0.077
144 H -1.70 2.28 1.97  0.081
145 H -1.38 2.34 0.25  0.042
146 H -2.97 1.89 0.74  0.071
147 H -1.48 -2.40 -2.31  0.075
148 H -1.47 -0.96 -3.44  0.119
149 H -2.84 -1.24 -2.39  0.064
150 H -3.60 0.25 -0.73  0.074
151 C 0.88 -4.85 -2.42  -0.006
152 C 2.09 -4.45 -3.32  -0.490
153 C 2.40 -2.96 -3.18  -0.146
154 C 2.93 -2.57 -1.82  -0.208
155 C 4.16 -3.35 -1.50  -0.130
156 C 4.00 -4.86 -1.61  -0.469
157 N 3.37 -5.13 -2.96  -0.096
158 O 3.23 -6.51 -3.19  -0.030
159 C 5.34 -5.61 -1.63  -0.029
160 C 3.22 -5.45 -0.42  -0.031
161 C 1.89 -4.78 -4.79  -0.032
162 H 0.87 -5.90 -2.10  0.076
163 H -0.04 -4.73 -2.97  0.049
164 H 0.81 -4.28 -1.43  0.086
165 H 3.14 -2.66 -4.00  0.128
166 H 1.52 -2.40 -3.43  0.104
167 H 2.17 -2.93 -1.11  0.089
168 H 2.98 -1.51 -1.72  0.072
169 H 4.44 -3.02 -0.50  0.118
170 H 4.97 -3.06 -2.18  0.123
171 H 5.96 -5.22 -0.83  0.085
172 H 5.18 -6.70 -1.52  0.095
173 H 5.77 -5.35 -2.58  0.077
174 H 3.75 -5.58 0.48  0.078
175 H 2.31 -5.05 -0.08  0.047
176 H 2.90 -6.44 -0.66  0.065
177 H 1.78 -5.87 -4.93  0.087
178 H 2.86 -4.49 -5.26  0.098
179 H 1.06 -4.23 -5.23  0.077
180 H 2.72 -6.84 -2.45  0.062

***

Going by the energies, <ii> is most stable and the next is 6.0 kcal/mol up.

***

<i>
This record from OMol25 describes a cluster of 3 separate species, C3H10O3 in total. The level of theory is the ωB97M-V functional and the def2-TZVPD basis.

Its total charge is +1. The highest occupied orbital energy (alpha / beta) comes out at -14.586 / -14.576 eV. As for the expectation value of S²: 0.7573. The spin multiplicity is 2.

Each line ends with the Löwdin charge.
Element x y z (Å)
1 O 1.94 0.80 0.89  0.330
2 C 1.79 0.18 -0.13  0.019
3 C 0.42 -0.03 -0.85  -0.114
4 C 0.23 -1.40 -1.49  -0.053
5 H 2.56 -0.33 -0.56  0.162
6 H 0.31 0.84 -1.58  0.180
7 H -0.40 0.02 -0.05  0.123
8 H -0.53 -1.98 -0.87  0.121
9 H 1.10 -2.06 -1.30  0.100
10 H 0.04 -1.31 -2.52  0.080
11 H -0.46 2.75 1.89  0.091
12 H 0.59 1.83 1.18  -0.051
13 O -0.07 1.86 1.82  0.000
14 H -2.67 0.33 0.78  0.051
15 H -2.06 -1.06 1.37  0.016
16 O -2.78 -0.43 1.40  -0.056

***

<ii>
This record from OMol25 describes a cluster of 3 separate species, C3H10O3 in total. The level of theory is the ωB97M-V functional and the def2-TZVPD basis.

Its total charge is +1. The highest occupied orbital energy (alpha / beta) comes out at -13.968 / -13.968 eV. As for the expectation value of S²: 0.7537. The spin multiplicity is 2.

Each line ends with the Löwdin charge.
Element x y z (Å)
1 C 0.44 -2.02 0.56  -0.035
2 C -0.10 -0.94 1.39  0.054
3 C 0.38 0.37 1.24  -0.045
4 O -0.07 1.37 1.94  0.181
5 H -0.41 -2.50 0.09  0.110
6 H 1.14 -1.55 -0.13  0.088
7 H 1.11 -2.70 1.08  0.129
8 H -0.64 -1.17 2.31  0.148
9 H 0.91 0.65 0.33  0.166
10 H -0.06 1.06 2.87  0.170
11 H -0.19 4.80 -2.08  0.039
12 H -0.71 4.25 -0.76  0.020
13 O -0.95 4.36 -1.68  -0.059
14 H 0.26 -4.32 -2.37  0.049
15 H -0.27 -3.13 -3.10  0.048
16 O 0.36 -3.36 -2.40  -0.061

***

Going by the energies, <ii> is most stable and the next is 43.8 kcal/mol up.

***

<i>
This record from OMol25 describes an isolated molecule of C5H8ClNO. The level of theory is the ωB97M-V functional and the def2-TZVPD basis.

Its total charge is 0. The highest occupied orbital energy comes out at -8.546 eV. The spin multiplicity is 1.

Each line ends with the Löwdin charge.
Element x y z (Å)
1 C -0.68 -0.16 -1.70  -0.624
2 C -0.54 -1.05 -0.50  -0.292
3 C 0.87 -0.29 1.30  -0.186
4 C 0.58 1.16 0.93  -0.226
5 C -1.28 0.25 -0.39  -0.245
6 H -1.41 -0.48 -2.43  0.098
7 H -1.16 -1.94 -0.39  0.142
8 H 1.52 -1.09 -0.48  0.109
9 H 0.04 -0.48 2.10  0.158
10 H 1.93 -0.25 1.69  0.134
11 H 0.61 1.76 1.82  0.114
12 H 1.26 1.57 0.20  0.090
13 H -2.37 0.24 -0.28  0.154
14 N 0.71 -1.17 0.16  -0.040
15 O -0.73 1.31 0.38  -0.103
16 Cl 0.65 0.62 -2.41  0.717

***

<ii>
This record from OMol25 describes an isolated molecule of C5H8ClNO. The level of theory is the ωB97M-V functional and the def2-TZVPD basis.

Its total charge is 0. The highest occupied orbital energy comes out at -10.154 eV. The spin multiplicity is 1.

Each line ends with the Löwdin charge.
Element x y z (Å)
1 C -1.25 -1.68 1.12  -0.275
2 C -1.60 -0.80 -1.14  -0.052
3 C 0.95 1.82 0.92  -0.044
4 C -0.71 -1.54 -0.16  -0.272
5 C 0.60 -0.33 0.26  -0.771
6 N -1.78 -1.61 2.14  0.175
7 O 0.10 0.83 0.32  -0.165
8 Cl 1.95 -0.57 -0.90  0.614
9 H -0.92 -0.37 -1.84  0.067
10 H -2.24 -1.47 -1.57  0.046
11 H -2.19 0.01 -0.59  0.126
12 H 1.61 1.35 1.62  0.090
13 H 0.34 2.52 1.53  0.106
14 H 1.40 2.46 0.20  0.081
15 H -0.21 -2.42 -0.51  0.122
16 H 0.98 -0.83 1.30  0.153

***

Going by the energies, <i> is most stable and the next is 2.3 kcal/mol up.